# 1
Below is a structure of composition C53H51BBaN11S2 at a distorted geometry, with properties calculated with ωB97M-V/def2-TZVPD.

Properties
E_tot: -3499.4825 hartree
multiplicity: 1
net charge: -1
HOMO energy: -4.37 eV

XYZ file:
```
119
Properties=species:S:1:pos:R:3:forces:R:3
Ba -0.2582 0.2305 0.1017 -0.95 -0.63 -1.98
C 4.4999 -3.8654 -0.2910 -0.03 0.18 0.00
C 3.0304 -3.6178 -0.2798 -0.18 -0.41 -0.04
C 2.0354 -4.5679 -0.3029 0.08 0.24 0.01
C 0.8270 -3.8425 -0.3007 0.92 0.17 0.02
N 1.1076 -2.5391 -0.2816 -1.27 0.25 0.06
N 2.4331 -2.4020 -0.2670 0.80 -0.34 0.03
B 3.1997 -1.0660 -0.2782 -0.41 -0.14 -0.11
N 2.8885 -0.2570 -1.5496 0.87 0.10 -0.06
N 1.6772 -0.0290 -2.0517 -0.98 0.14 -0.47
C 1.8273 0.6743 -3.1756 0.79 -0.19 0.29
C 3.1949 0.8907 -3.4049 -0.03 -0.12 0.18
C 3.8348 0.2890 -2.3443 0.04 0.22 -0.43
C 5.3016 0.2431 -2.0964 -0.06 -0.12 0.10
C 0.7376 1.1427 -4.0189 -0.45 0.11 -0.18
C 0.9823 1.5053 -5.3448 0.06 -0.05 0.14
C -0.0370 1.9922 -6.1403 -0.03 0.03 -0.15
C -1.3221 2.1079 -5.6342 -0.04 0.03 -0.05
C -1.5758 1.7477 -4.3220 -0.22 0.01 0.01
C -0.5550 1.2760 -3.5221 0.30 -0.04 -0.14
N 3.0140 -0.2348 1.0089 0.90 -0.18 0.07
N 1.8834 0.3706 1.3746 0.39 0.32 0.87
C 2.1098 1.0065 2.5177 0.73 -0.37 0.05
C 3.4421 0.8012 2.9058 -0.01 -0.11 -0.24
C 3.9863 0.0106 1.9158 0.00 0.24 0.42
C 5.3892 -0.4826 1.8523 -0.05 -0.10 -0.17
C 1.1102 1.7175 3.3074 -0.29 0.27 0.24
C 1.0994 1.4982 4.6839 0.04 -0.05 -0.01
C 0.1682 2.1189 5.4924 0.04 0.06 0.11
C -0.7673 2.9763 4.9369 -0.07 0.03 -0.02
C -0.7413 3.2267 3.5742 -0.11 0.13 0.04
C 0.1977 2.6146 2.7643 0.15 -0.26 0.14
C -0.5155 -4.4121 -0.3243 -0.52 -0.09 0.04
C -1.6631 -3.6194 -0.3019 0.27 -0.10 0.05
C -2.9170 -4.2005 -0.3339 -0.17 0.07 0.01
C -3.0595 -5.5784 -0.3710 -0.05 -0.02 0.00
C -1.9286 -6.3782 -0.3799 -0.06 -0.10 -0.01
C -0.6736 -5.8010 -0.3592 0.06 0.13 -0.02
H 4.6838 -4.9377 -0.3222 -0.01 -0.02 0.01
H 4.9749 -3.4548 0.5992 0.11 -0.01 0.00
H 4.9611 -3.4070 -1.1649 0.13 -0.01 0.00
H 2.1871 -5.6292 -0.3210 0.00 -0.16 0.00
H 4.3471 -1.3416 -0.3393 0.27 -0.03 0.09
H 3.6538 1.4198 -4.2170 0.10 0.13 -0.07
H 5.8137 0.8036 -2.8753 0.02 0.04 -0.01
H 5.6657 -0.7834 -2.1066 0.12 -0.03 0.04
H 5.5502 0.6802 -1.1302 0.12 0.02 0.04
H 1.9781 1.4076 -5.7545 0.07 -0.02 -0.01
H 0.1715 2.2866 -7.1611 0.01 -0.02 -0.04
H -2.1195 2.4832 -6.2602 -0.06 0.03 -0.03
H -2.5684 1.8470 -3.9067 -0.06 0.01 0.04
H -0.7511 1.0288 -2.4963 -0.12 0.04 0.04
H 3.9377 1.1892 3.7746 0.09 0.06 0.12
H 5.9305 -0.1243 2.7251 0.02 0.03 0.01
H 5.8919 -0.1276 0.9533 0.11 -0.05 0.00
H 5.4240 -1.5706 1.8498 0.08 -0.07 -0.03
H 1.8166 0.8136 5.1149 0.02 -0.09 0.01
H 0.1676 1.9253 6.5580 -0.02 -0.01 0.02
H -1.5148 3.4349 5.5699 -0.04 0.09 -0.01
H -1.4568 3.9046 3.1323 -0.08 0.03 -0.06
H 0.2253 2.8306 1.7117 -0.13 0.05 -0.33
H -1.5744 -2.5467 -0.2566 -0.05 0.09 -0.02
H -3.7928 -3.5667 -0.3288 -0.06 0.10 0.02
H -4.0419 -6.0306 -0.3858 -0.06 0.02 -0.02
H -2.0236 -7.4573 -0.4036 0.00 0.00 0.00
H 0.1939 -6.4441 -0.3666 0.09 -0.01 -0.01
N 0.0510 -2.0309 -3.4379 0.43 -0.11 0.09
C -1.2669 -1.7746 -3.5142 -0.52 -0.44 -1.14
N -1.9885 -1.3615 -2.5387 0.40 0.28 0.91
C -3.3129 -1.2864 -2.8587 -0.13 -0.27 -1.09
C -3.6162 -1.6340 -4.1409 0.20 0.03 0.16
S -2.1835 -2.0895 -5.0009 0.14 0.13 0.63
C -4.2512 -0.8652 -1.8394 -1.19 0.13 0.14
C -5.6102 -0.8006 -1.9517 0.27 -0.01 0.08
S -6.3241 -0.2474 -0.4725 0.84 0.00 0.15
C -4.6604 -0.1370 0.2051 -1.44 0.03 -0.36
N -3.7522 -0.4936 -0.6273 1.10 -0.03 0.12
N -4.4344 0.3296 1.4298 0.17 0.20 0.57
H 0.5226 -1.5663 -2.6609 0.09 -0.15 -0.13
H 0.5650 -2.0328 -4.3021 0.05 0.06 0.01
H -4.5725 -1.6605 -4.6244 -0.18 0.05 -0.04
H -6.2344 -1.0483 -2.7863 -0.04 -0.07 -0.22
H -5.2053 0.4300 2.0673 0.11 -0.01 -0.05
H -3.4733 0.1653 1.8085 -0.44 0.12 -0.02
C 3.7831 4.0082 0.2807 0.00 0.08 -0.05
C 2.9647 5.1245 0.3897 0.11 -0.07 -0.03
C 1.6520 5.0216 -0.0142 0.01 -0.06 -0.02
C 1.1700 3.7999 -0.5155 0.39 0.46 0.17
N 1.9522 2.7240 -0.5620 -0.57 -0.30 -0.14
C 3.2126 2.8376 -0.1867 0.49 0.10 0.16
C -0.2145 3.7273 -1.0003 -0.73 0.15 -0.21
C -0.6284 4.8073 -1.7884 0.21 0.05 -0.10
C -1.9402 4.9189 -2.1972 -0.17 0.15 -0.07
C -2.8438 3.9491 -1.7913 -0.25 0.04 -0.18
C -2.4053 2.8552 -1.0650 0.09 -0.12 0.24
C -1.0799 2.6736 -0.6363 0.18 0.87 -0.08
H 4.8303 4.0510 0.5440 0.03 -0.08 0.07
H 3.3536 6.0562 0.7812 -0.01 0.04 0.01
H 0.9840 5.8679 0.0613 -0.05 -0.02 0.00
H 3.8073 1.9390 -0.2718 0.08 -0.10 0.09
H 0.0981 5.5466 -2.1141 -0.02 0.06 0.04
H -2.2569 5.7562 -2.8098 0.00 -0.03 0.00
H -3.8894 4.0389 -2.0673 -0.06 -0.01 -0.03
H -3.1338 2.0951 -0.7983 -0.16 -0.05 -0.03
C -3.2281 -2.5517 4.3262 0.03 0.08 0.01
C -2.6839 -1.1262 4.4887 0.01 -0.09 0.05
C -3.8125 -0.1849 4.9283 0.11 -0.05 -0.01
C -1.5815 -1.1259 5.5523 -0.05 0.02 -0.03
C -2.1184 -0.6558 3.2158 -0.31 -0.46 0.98
C -1.6655 -0.2685 2.1574 -0.26 -0.07 0.56
H -3.6774 -2.8997 5.2580 -0.05 -0.02 0.10
H -2.4229 -3.2319 4.0561 0.06 -0.06 -0.05
H -3.9784 -2.5907 3.5388 -0.07 0.00 -0.07
H -4.1504 -0.4420 5.9324 -0.07 -0.02 0.10
H -4.6603 -0.2630 4.2505 -0.11 -0.01 -0.06
H -3.4614 0.8451 4.9222 0.02 0.10 0.04
H -1.9716 -1.4689 6.5117 -0.06 -0.04 0.11
H -1.1774 -0.1230 5.6677 0.04 0.02 0.04
H -0.7732 -1.7877 5.2486 0.11 -0.03 -0.02
```
Positions in Å, forces in eV/Å.

***

# 2
Below is a structure of composition C53H51Br2N6O2TaTe at a distorted geometry, with properties calculated with ωB97M-V/def2-TZVPD.

Properties
E_tot: -8001.2583 hartree
multiplicity: 2
ΔE to the lowest compared entry with this formula, charge and spin: 602.3 kJ/mol
net charge: +3
HOMO energy (alpha / beta): -13.97 / -14.34 eV

XYZ file:
```
116
Properties=species:S:1:pos:R:3:forces:R:3
Ta 11.2731 12.5494 11.0782 -0.02 1.44 0.98
C 9.9288 14.7503 7.0463 -1.03 0.28 0.17
C 10.9819 15.8465 7.1158 0.39 -0.68 -0.68
C 11.5725 16.2749 8.4295 -0.46 -1.64 2.02
C 12.5691 17.2783 8.3131 1.92 1.51 0.49
C 13.7692 17.4109 9.0391 -2.02 -0.34 -1.45
C 14.1546 16.6620 10.1940 -1.38 -1.96 0.62
C 13.2475 16.0398 11.0160 0.24 0.29 0.01
N 11.2040 15.6557 9.5755 1.06 1.24 -2.84
N 10.1451 13.6047 8.0047 -2.10 0.00 -0.77
C 8.8402 12.8544 8.1081 -1.06 0.45 -0.32
C 8.3446 12.5399 9.5091 0.65 -0.56 0.65
C 7.0084 12.1917 9.7708 -0.03 0.72 -0.09
C 6.5523 11.9256 11.0637 0.98 0.40 -1.04
C 7.4900 11.8328 12.0772 0.10 -0.51 -0.16
C 8.8085 12.0783 11.7702 -0.08 0.59 0.19
N 9.2524 12.5360 10.5163 -1.67 -1.44 1.53
C 11.2230 12.7529 7.5472 0.85 -1.33 1.34
C 12.5686 13.0768 8.2295 0.73 -0.01 1.26
C 13.7194 13.4891 7.5685 0.89 0.59 -1.11
C 14.9959 13.6387 8.1849 -1.30 -0.41 1.10
C 15.1141 13.1957 9.5476 0.27 0.90 -2.26
C 13.9446 12.8585 10.1913 -0.70 0.59 -0.69
N 12.6757 12.9241 9.6110 1.77 -0.44 -1.25
H 9.8743 14.3835 5.9778 0.02 0.25 1.07
H 8.9490 15.2528 7.2610 0.73 -0.77 0.03
H 10.5626 16.7317 6.6519 -0.19 0.33 -0.09
H 11.7757 15.5614 6.3894 0.09 0.38 0.84
H 12.3930 17.9586 7.4513 0.46 -0.62 0.62
H 14.5217 18.1084 8.6691 -0.36 0.00 -0.09
H 15.2026 16.4016 10.3237 0.00 0.89 0.49
H 13.5574 15.6977 12.0281 0.15 -0.19 -0.99
H 8.7534 11.8909 7.5078 0.42 1.21 0.45
H 8.0317 13.5403 7.7612 0.65 -0.64 -0.29
H 6.2788 12.2465 8.9661 0.24 -0.06 0.00
H 5.5109 11.8167 11.2709 -0.51 -0.25 -0.03
H 7.1619 11.4689 13.0443 0.40 0.30 0.12
H 9.5075 11.9731 12.6375 -0.05 0.23 -0.97
H 11.3824 12.7679 6.4659 -0.15 -0.02 -0.04
H 10.9075 11.6989 7.8583 0.87 1.07 -0.53
H 13.6643 13.7587 6.4851 -0.12 -0.43 0.99
H 15.8247 14.1264 7.6439 -0.47 -0.65 0.30
H 16.1290 13.2029 9.9804 -0.92 -0.17 0.21
H 13.9756 12.5938 11.2377 -0.15 -0.06 0.25
Br 12.1687 12.3325 16.4236 -0.22 0.31 -1.26
C 11.6445 13.7015 15.1538 -0.46 -0.06 0.14
C 11.3194 14.9215 15.7902 0.55 -0.73 -0.66
C 10.9033 15.9695 15.0199 -1.45 1.45 -0.84
Br 10.1861 17.5462 15.8551 0.45 -0.48 0.10
C 10.8064 15.9465 13.6061 1.19 -1.49 0.96
C 10.6012 17.0988 12.7728 -0.07 0.31 -1.40
C 11.1274 17.1448 11.5278 -0.72 -0.48 1.26
C 11.6982 15.8806 10.9192 1.83 0.80 1.04
N 11.3680 14.6282 11.6394 -0.18 -0.84 -2.09
C 11.2411 14.7574 12.9800 -0.50 -0.35 2.83
C 11.4869 13.5637 13.7483 0.19 1.22 0.92
O 11.6324 12.4154 13.0278 0.45 0.65 -0.39
H 11.4350 15.0370 16.8600 -0.14 -0.12 -0.09
H 10.0042 17.9300 13.1122 0.46 0.31 0.42
H 11.2977 18.1207 11.0831 -0.40 -0.33 -0.60
H 10.5821 14.8494 9.5078 -0.05 0.13 -0.36
C 17.0719 8.9822 18.0905 -1.35 -0.01 0.61
C 16.7566 9.1236 16.6145 -0.10 0.57 -0.32
C 16.3624 10.3941 16.1607 1.39 -0.57 -1.20
C 16.4668 10.7545 14.8031 -1.07 0.62 0.63
C 16.4917 12.2091 14.4024 0.10 0.26 -1.11
C 16.4904 9.7342 13.8560 -0.43 -1.00 -0.04
Te 15.8068 10.1896 11.8145 -0.56 0.95 2.09
N 13.6363 9.6231 12.1472 4.30 -1.28 0.61
C 12.5148 9.6718 11.6313 -2.85 -0.21 -1.02
O 11.9356 10.7504 11.0347 0.47 -0.56 -0.42
C 11.5486 8.4829 11.6107 -0.91 -0.64 0.46
C 11.7217 7.3791 12.4943 1.21 1.71 -1.27
C 11.1640 6.1743 12.2028 -0.82 -1.93 0.76
C 10.1163 6.0204 11.2917 0.67 1.31 -0.11
C 9.6775 7.1914 10.6498 0.72 -0.36 -0.51
C 10.4495 8.3660 10.7134 0.06 0.19 0.75
C 17.4638 9.4176 10.5855 -0.82 -0.88 -0.74
C 17.1432 8.5615 9.5427 -1.36 -0.95 0.15
C 15.8477 7.7399 9.5099 0.68 -0.89 -0.07
C 18.0358 8.3630 8.5061 0.86 0.66 -0.30
C 19.1668 9.1970 8.3983 -0.19 0.54 0.32
C 20.0009 9.2800 7.1312 -0.62 -0.49 -0.23
C 19.4920 9.9920 9.5140 -1.53 -0.85 -0.05
C 18.7040 10.0503 10.6804 0.07 -0.21 0.44
C 19.2145 10.6249 11.9860 0.46 0.91 -0.04
C 16.6280 8.3959 14.2984 -0.36 0.30 -0.83
C 16.3775 7.2756 13.3366 0.64 -1.03 0.76
C 16.8597 8.1152 15.6436 0.09 0.82 0.06
H 18.1111 9.2281 18.3592 -0.28 -0.23 -0.42
H 16.8218 7.9612 18.4257 0.35 0.40 0.01
H 16.4273 9.6948 18.6969 0.71 -0.82 -0.77
H 16.1464 11.1253 16.8955 0.12 0.90 0.48
H 16.6627 12.8782 15.2687 0.08 -0.35 -0.73
H 15.5618 12.5112 13.8879 -0.09 -0.06 0.50
H 17.2440 12.3430 13.5603 -0.42 0.09 1.44
H 12.4221 7.4817 13.2986 0.42 -0.05 0.20
H 11.4884 5.2750 12.7652 -0.25 0.75 -0.29
H 9.7672 5.0192 11.0948 -0.51 0.13 -0.07
H 8.8464 7.1796 9.9477 0.10 -0.13 0.19
H 10.1213 9.1954 10.0799 0.38 -0.18 0.17
H 15.9349 6.8090 10.1183 0.15 0.64 -0.25
H 15.6825 7.3763 8.4758 -0.24 0.44 0.61
H 14.9580 8.2426 9.9078 0.07 0.24 -0.22
H 17.8243 7.5867 7.7729 0.03 0.35 -0.06
H 19.7508 10.1236 6.4546 -0.22 -0.30 0.66
H 19.7807 8.3657 6.5606 0.49 0.27 0.00
H 21.0636 9.3801 7.3324 0.06 -0.24 0.10
H 20.3484 10.5985 9.4501 1.18 0.55 0.22
H 20.3197 10.8481 11.8801 -1.31 -0.43 0.45
H 18.9531 9.9938 12.8663 0.63 0.12 -0.79
H 18.7177 11.5838 12.2209 0.27 -0.09 -0.21
H 15.3102 7.1740 13.2162 -0.48 0.06 -0.43
H 16.6907 6.3188 13.7955 0.01 0.42 -0.34
H 16.8919 7.3737 12.3800 -0.10 0.07 0.01
H 17.0810 7.1003 15.9146 0.06 -0.30 0.17
```
Positions in Å, forces in eV/Å.